Entry 1:
Here is a molecular structure, C34H96N6O11 at a distorted geometry from the Open Molecules 2025 dataset. Energies are from ωB97M-V/def2-TZVPD.

Output
ΔE to the lowest compared entry with this formula, charge and spin: 34.541 eV
2S+1: 1
Calculated total energy: -68239.899 eV
LUMO energy: -0.183 eV
HOMO level: -7.96 eV
Molecular weight: 765.2 u

Atoms and positions in Å:
O -2.45 -3.00 2.63
O -1.57 -1.97 -0.20
O 0.76 2.34 3.35
O 1.76 -1.70 -2.79
O -4.21 0.97 0.19
O 2.78 -3.85 0.66
O 2.73 -1.80 0.24
O 1.79 -0.07 -0.03
O -2.68 2.13 1.77
O 1.72 1.65 -1.16
O -1.46 1.97 -2.96
N 3.15 -0.71 -4.98
N -0.86 5.26 -4.46
N -0.96 -0.75 5.11
N 2.46 1.30 5.42
N -0.49 -3.27 -3.52
N -4.34 4.41 2.86
C -1.34 -1.20 3.79
C 4.73 -0.54 -0.37
C -0.61 -2.38 -2.38
C 2.11 -2.59 -3.85
C -3.81 -2.56 2.56
C -2.19 -2.47 0.97
C -1.62 4.07 -4.23
C -0.15 -1.01 2.87
C 2.71 -2.58 -6.34
C -3.01 4.40 4.93
C 4.10 3.05 5.05
C -1.78 -2.63 3.88
C 1.83 -2.29 -1.51
C 2.24 -1.81 -5.16
C 2.16 2.55 3.40
C -3.05 3.99 3.41
C -3.95 -0.05 -1.98
C -1.37 -2.96 -1.23
C 3.48 0.63 -2.51
C 0.55 -3.28 1.43
C 2.04 1.17 -2.48
C -0.67 1.25 -1.99
C 1.88 -4.04 1.74
C 0.29 2.02 2.06
C -1.28 -1.13 -3.04
C -0.79 3.18 -3.27
C 2.61 2.60 4.85
C 4.01 -1.38 0.72
C -0.46 0.23 0.32
C 0.54 -0.53 -0.48
C -2.61 0.70 1.54
C -1.84 3.45 -5.63
C -3.28 0.34 -0.68
C -2.65 2.51 3.15
H 0.39 -1.57 -0.17
H -4.29 4.22 1.87
H -4.39 -2.90 1.70
H 4.36 3.94 4.46
H -3.24 -2.72 0.84
H 3.06 -3.04 -3.56
H 2.08 1.90 -3.29
H -3.37 1.87 3.67
H 2.69 -4.57 0.03
H -4.85 -0.62 -1.79
H 4.09 0.26 -0.74
H -3.32 -0.55 -2.72
H -2.10 -1.45 -3.69
H 1.95 3.31 5.35
H 5.68 -0.09 -0.06
H -1.65 -3.34 1.34
H 0.19 0.01 2.78
H -0.38 -0.01 1.38
H -0.80 1.94 1.99
H 3.66 -0.22 -1.85
H 2.94 -1.91 -7.17
H -1.47 -0.13 0.11
H 3.65 -3.07 -6.09
H -4.87 0.29 0.35
H 1.28 -3.21 -1.35
H -1.25 0.41 -1.61
H 1.59 -1.61 -0.69
H 2.07 -3.39 -6.70
H -2.43 0.60 0.47
H 2.89 -2.53 -1.44
H -1.40 -3.30 -3.95
H -2.52 2.60 -5.57
H 0.58 2.78 1.34
H -0.88 3.13 -6.03
H 0.40 -0.48 -1.56
H 4.36 3.27 6.08
H 2.34 -0.86 0.00
H 2.76 1.69 3.08
H -1.67 2.26 3.55
H -1.67 0.38 2.00
H 2.51 3.41 2.82
H -0.36 -1.46 1.90
H -2.33 4.11 -6.34
H -2.25 -3.49 -1.59
H -2.48 -2.77 4.70
H 1.34 -3.35 -3.96
H -5.09 3.77 3.08
H -0.62 0.19 4.98
H 3.05 0.68 4.88
H 1.29 -1.33 -5.34
H 1.53 0.93 5.25
H 3.68 0.26 -3.51
H 0.68 -1.57 3.30
H -2.00 4.31 5.35
H -4.38 -2.96 3.40
H -2.40 0.95 -0.88
H -0.98 -3.36 4.01
H -2.37 4.64 2.87
H 3.02 -0.78 -3.98
H -2.09 -1.68 1.72
H -0.32 1.73 -1.08
H -0.44 1.32 0.28
H -0.09 5.16 -5.12
H -3.29 5.43 5.14
H -0.77 -3.78 -0.83
H 3.82 -0.76 1.60
H 0.76 -2.21 1.49
H -0.09 -3.49 2.29
H -1.69 -0.48 -2.26
H -3.86 -1.47 2.61
H 0.04 -2.70 -4.17
H 0.43 -2.15 -2.13
H -3.47 0.13 1.88
H 0.63 1.02 1.80
H 4.78 2.32 4.62
H -0.26 -1.37 5.50
H -2.52 4.36 -3.69
H -0.68 -0.51 -3.71
H 0.26 0.90 -2.44
H -3.63 3.74 5.53
H 4.09 -1.06 -5.07
H -0.55 5.62 -3.57
H 2.30 -3.60 2.64
H -2.93 -0.56 -0.17
H 0.01 -3.49 0.50
H 1.73 0.91 -0.56
H -4.38 0.80 -2.52
H 4.91 -1.19 -1.22
H 0.20 2.92 -3.64
H 2.61 -2.72 0.50
H 1.68 -5.11 1.83
H -0.51 3.76 -2.39
H 1.29 0.42 -2.71
H -2.12 -0.52 3.43
H 4.21 1.38 -2.20
H 4.65 -2.18 1.10

Entry 2:
Here is 2 unconnected molecules or ions with the total composition C4H6N2O3 at a distorted geometry from the Open Molecules 2025 dataset. Energies are from ωB97M-V/def2-TZVPD.

Output
ΔE to the lowest compared entry with this formula, charge and spin: 1.192 eV
2S+1: 1
Calculated total energy: -13367.786 eV
LUMO energy: 0.209 eV
HOMO level: -9.80 eV
SMILES: O=c1cc[nH]c(=O)[nH]1.O
Molecular weight: 130.1 u

Atoms and positions in Å:
O -0.04 2.36 -0.73
O -0.89 -1.99 -0.96
O -3.24 0.25 0.78
N -0.34 0.11 -0.98
N 1.59 0.83 0.06
C -0.09 -1.16 -0.62
C 1.07 -1.43 0.22
C 1.96 -0.44 0.56
C 0.37 1.24 -0.49
H -2.55 0.71 1.38
H 1.46 -2.50 0.45
H 2.03 1.55 0.56
H -3.01 0.46 -0.13
H 2.85 -0.32 1.35
H -1.17 0.33 -1.44

Entry 3:
Here is 3 unconnected molecules or ions with the total composition C43H40BBrNO11S at a distorted geometry from the Open Molecules 2025 dataset. Energies are from ωB97M-V/def2-TZVPD.

Output
2S+1: 1
Calculated total energy: -150792.193 eV
Net charge: +1
LUMO energy: -5.380 eV
HOMO level: -11.17 eV
Molecular weight: 869.6 u

Atoms and positions in Å:
Br 0.25 -3.03 -5.73
S 1.20 -2.48 1.26
O -7.58 -4.00 0.81
O -2.16 0.37 -0.31
O 8.38 8.94 0.01
O 1.52 -3.50 0.16
O 0.31 2.37 0.67
O 1.70 -3.10 2.56
O -6.05 -5.74 5.62
O -0.87 -2.76 -1.90
O -1.01 -0.77 1.29
O 3.12 -0.69 -4.26
O 4.17 5.79 0.89
N 2.13 -0.69 -3.33
C 7.46 7.19 1.28
C 1.21 -1.81 -3.15
C 2.06 3.34 -1.02
C 6.21 9.21 -1.72
C -7.25 -4.38 1.92
C 7.43 8.20 0.20
C -4.16 -1.80 -1.31
C 4.02 8.43 -2.35
C 6.38 5.46 2.57
C 1.59 3.83 -2.50
C -5.80 -4.12 3.94
C 5.14 6.49 0.68
C 0.08 -1.71 -2.08
C 8.64 6.12 3.09
C -4.22 -2.30 4.09
C -5.56 -2.56 2.11
C -4.59 -1.87 2.82
C -0.66 -2.18 1.31
C -9.59 -7.29 2.46
C -6.18 -3.68 2.67
C 1.00 0.72 -1.38
C 2.68 -5.35 -3.35
C 2.05 0.52 -2.51
C 8.61 7.05 2.06
C -3.42 -2.87 -2.27
C 6.23 8.29 -0.67
C 1.29 -4.49 -3.30
C 4.03 7.52 -1.30
C 1.43 -3.09 -4.11
C -9.16 -7.76 3.70
C -1.12 -0.27 -0.03
C 6.35 6.39 1.53
C -8.96 -6.18 1.88
C 5.14 7.45 -0.45
C 5.10 9.28 -2.55
C 7.52 5.33 3.35
C -6.42 -5.32 4.54
C -7.50 -6.01 3.80
C -8.12 -7.13 4.37
C -1.99 -2.38 -2.80
C -7.91 -5.55 2.55
C -4.82 -3.42 4.65
C -0.02 -0.43 -1.17
B 1.07 2.11 -0.55
H -0.59 2.71 0.42
H 7.54 4.61 4.17
H -3.73 -1.79 -0.24
H -3.39 -3.90 -1.79
H 3.16 3.05 -0.95
H 1.90 4.24 -0.32
H 9.48 7.67 1.86
H 2.47 -6.47 -3.54
H 1.92 -1.32 0.97
H -5.85 -2.23 1.11
H -4.06 -0.71 -1.68
H 5.08 9.99 -3.37
H -5.27 -2.05 -1.31
H 3.97 -0.94 -3.82
H -9.64 -8.63 4.14
H -7.79 -7.50 5.33
H 5.51 4.84 2.78
H -1.00 -2.58 2.34
H -9.30 -5.82 0.92
H -2.01 -1.25 -2.97
H -1.80 -2.88 -3.81
H 1.55 4.96 -2.60
H 1.01 -4.36 -2.20
H 3.24 -5.32 -2.35
H -3.47 -1.75 4.65
H 3.37 -5.02 -4.20
H -1.22 -2.78 0.51
H 7.05 9.87 -1.88
H 2.81 1.36 -2.73
H -10.40 -7.78 1.94
H -4.11 -1.00 2.38
H 3.16 8.48 -3.01
H 2.51 -3.10 -4.54
H 9.54 6.01 3.69
H -4.53 -3.75 5.65
H 3.18 6.86 -1.14
H 0.54 -5.12 -3.90
H 2.28 3.41 -3.32
H 0.57 3.34 -2.69
H -4.10 -2.97 -3.20

no.,frontier orbital gap (eV)
1,7.8
2,10.0
3,5.8